Run P
Computed, not measured: the ion C5H8N3O2 with charge +1, with wB97M-V/def2-TZVPD.

Geometry as ORCA input:
```
! RIJCOSX wB97M-V def2-TZVPD def2/J DEFGRID3
* xyz 1 1
N -0.89 1.68 -0.86
N -1.94 1.53 -0.09
C -2.19 0.56 0.82
C -1.52 -0.63 0.90
C -0.43 -1.18 0.26
C 0.85 -0.75 -0.09
C 1.61 0.21 0.66
N 2.84 0.42 0.30
O 3.66 1.17 0.90
O 3.19 -0.10 -0.87
H -0.89 2.45 -1.53
H -0.10 0.95 -1.13
H -3.10 0.53 1.61
H -2.10 -1.29 1.62
H -0.58 -2.25 0.00
H 1.35 -1.47 -0.70
H 1.41 0.69 1.58
H 4.15 0.07 -1.09
*
```

Calculated values
structure (SMILES): N\N=C/C=C\C=C\[N+](=O)O
LUMO level (alpha / beta): -6.48 / -6.46 eV

Löwdin population analysis, charges in e, atoms 1 to 8:
1 N 0.1178
2 N 0.0602
3 C -0.1255
4 C -0.0579
5 C -0.0751
6 C -0.0236
7 C -0.0209
8 N -0.2975

Run Q
Computed, not measured: the ion C5H8N3O2 with charge +1, with wB97M-V/def2-TZVPD.

Geometry as ORCA input:
```
! RIJCOSX wB97M-V def2-TZVPD def2/J DEFGRID3
* xyz 1 1
C 0.52 1.16 0.92
N 0.07 0.03 0.09
C 0.68 -1.23 0.62
N 0.41 0.32 -1.24
C -0.70 0.51 -1.85
C -1.91 0.36 -1.08
C -1.46 -0.06 0.13
N -2.26 -0.47 1.25
O -3.43 -0.47 1.04
O -1.67 -0.64 2.29
H 1.67 1.34 0.79
H -0.03 1.99 0.52
H 0.48 0.87 1.95
H 0.26 -2.03 0.18
H 1.76 -1.18 0.38
H 0.56 -1.09 1.65
H -0.55 0.63 -2.89
H -2.87 0.23 -1.46
*
```

Calculated values
structure (SMILES): C[N+]1(C)N=CC=C1[N+](=O)[O-]
LUMO level: -6.10 eV

Löwdin population analysis, charges in e, atoms 1 to 8:
1 C 0.0395
2 N -0.2951
3 C 0.0785
4 N 0.1662
5 C -0.0235
6 C 0.1432
7 C -0.0450
8 N -0.3420

Run R
Computed, not measured: the ion C5H8N3O2 with charge +1, with wB97M-V/def2-TZVPD.

Geometry as ORCA input:
```
! RIJCOSX wB97M-V def2-TZVPD def2/J DEFGRID3
* xyz 1 1
N -0.22 -1.84 0.49
N -0.13 -0.92 -0.41
C -1.30 -0.56 -1.00
C -1.85 0.72 -0.48
C -1.25 1.63 0.33
C 0.23 1.70 0.60
C 1.07 0.76 0.24
N 2.25 0.36 -0.01
O 2.97 0.49 -0.97
O 2.47 -0.75 0.86
H 0.67 -2.20 0.87
H -1.00 -2.43 0.86
H -2.14 -1.33 -0.90
H -1.07 -0.33 -2.09
H -2.86 0.84 -0.71
H -1.82 2.47 0.66
H 0.64 2.54 1.13
H 3.34 -1.16 0.53
*
```

Calculated values
structure (SMILES): [NH2+]=NC/C=C\C=C=[N+]([O-])O
LUMO level (alpha / beta): -6.25 / -5.44 eV

Löwdin population analysis, charges in e, atoms 1 to 8:
1 N 0.1673
2 N 0.0064
3 C -0.2106
4 C -0.0465
5 C -0.0268
6 C 0.0284
7 C -0.0146
8 N -0.2756

run Q comes first in stability; the runner-up is 110.3 kJ/mol higher.